(1)
Formula: C4H8ClNOS2
Source: the Open Molecules 2025 dataset
Level of theory: ωB97M-V with the def2-TZVPD basis set

Output
Energy relative to the best compared isomer or geometry (same formula, charge and spin), kcal/mol: 4.44
Electronic energy, eV: -42005.727
HOMO energy, eV: -8.8
HOMO-LUMO gap, eV: 9.22
2S+1: 1
SMILES: SC/C=C/Cl.ONC=S

Positions of all 17 atoms, in Å:
S  0.9239  -1.3667  -2.7153
C  0.8294  -0.4521  -1.1408
C  0.0602  -1.1899  -0.0890
C  0.6148  -1.5660  1.0562
Cl  -0.2440  -2.4309  2.2858
H  1.5041  -2.4664  -2.2116
H  0.3265  0.4875  -1.3966
H  1.8350  -0.2014  -0.7909
H  -0.9787  -1.4314  -0.3027
H  1.6485  -1.3623  1.3184
O  -1.6709  2.0647  -0.7081
N  -0.6029  2.1137  0.1442
C  -0.5870  1.4716  1.2986
S  -1.8419  0.5420  1.8457
H  -2.3007  1.4781  -0.2229
H  0.1410  2.6874  -0.2203
H  0.3428  1.6221  1.8492



(2)
Formula: C4H8ClO12S2Ti
Source: the Open Molecules 2025 dataset
Level of theory: ωB97M-V with the def2-TZVPD basis set

Output
Expectation value of S²: 3.750
Energy relative to the best compared isomer or geometry (same formula, charge and spin), kcal/mol: 167.71
Electronic energy, eV: -86136.620
HOMO energy (spin up / spin down), eV: -7.4 / -7.4
HOMO-LUMO gap (spin up / spin down), eV: 4.12 / 4.55
2S+1: 4

Positions of all 28 atoms, in Å:
Ti  2.0830  2.1451  1.4379
Cl  1.9766  4.5866  6.4928
O  3.0061  3.9128  5.8104
O  2.3583  5.9510  6.1983
O  0.8790  4.3358  5.6450
O  1.9110  4.0510  7.8042
C  -2.3936  -3.1603  5.5321
C  -0.9982  -3.7503  5.9892
O  -0.3981  -4.0962  4.7212
S  -1.2005  -3.6016  3.4103
O  -1.1855  -4.6078  2.2557
O  -1.0475  -2.1900  3.0399
O  -2.5701  -3.8018  4.3305
H  -2.6543  -2.1050  5.6129
H  -3.0292  -3.5895  6.3067
H  -1.1487  -4.6708  6.5532
H  -0.2792  -3.1098  6.5000
C  1.0033  1.0533  -8.9266
C  -0.4136  0.5514  -8.4103
O  -0.7864  1.6499  -7.6911
S  0.5194  2.1188  -6.7294
O  0.7140  1.2695  -5.5669
O  0.4639  3.5646  -6.3543
O  1.6517  1.6338  -7.8779
H  1.2209  1.7157  -9.7645
H  1.5745  0.1551  -9.1610
H  -0.1247  -0.3917  -7.9464
H  -1.1322  0.3805  -9.2119



(3)
Formula: C4H8ClO4S2
Source: the Open Molecules 2025 dataset
Level of theory: ωB97M-V with the def2-TZVPD basis set

Output
Expectation value of S²: 2.012
Energy relative to the best compared isomer or geometry (same formula, charge and spin), kcal/mol: 0.00
Electronic energy, eV: -46656.663
HOMO energy (spin up / spin down), eV: -2.1 / -5.1
HOMO-LUMO gap (spin up / spin down), eV: 5.33 / 6.22
Charge: -1
2S+1: 3

Positions of all 19 atoms, in Å:
C  1.0368  -1.2280  -1.3153
C  -0.4885  -0.0443  1.8063
C  0.8185  0.2212  -0.9917
C  -0.6683  0.7114  0.5683
O  1.8071  2.2753  0.2369
O  2.7702  0.0070  0.6860
O  -2.0141  -1.3507  -0.3262
O  -2.2467  0.6584  -1.7328
S  2.3925  1.0121  -0.3810
S  -1.9509  0.1168  -0.4343
Cl  -3.6761  0.7136  0.6156
H  0.0360  -1.7005  -1.0734
H  1.5103  -1.4793  -2.3910
H  1.8699  -1.5588  -0.6416
H  0.4728  0.1472  2.3745
H  -0.5187  -1.2159  1.7406
H  -1.1969  0.1646  2.4868
H  0.3137  0.8714  -1.7250
H  -0.2677  1.6786  0.4972



(4)
Formula: C4H8ClOP
Source: the Open Molecules 2025 dataset
Level of theory: ωB97M-V with the def2-TZVPD basis set

Output
Energy relative to the best compared isomer or geometry (same formula, charge and spin), kcal/mol: 72.58
Electronic energy, eV: -28134.375
HOMO energy, eV: -8.7
HOMO-LUMO gap, eV: 9.34
2S+1: 1
SMILES: O[C@@]1(Cl)CCCP1

Positions of all 15 atoms, in Å:
O  -1.7054  -0.3744  -1.6652
C  -1.3141  -0.0972  -0.3449
Cl  -2.7428  -0.1016  0.6369
C  -0.2514  -1.0310  0.3292
C  1.1126  -0.5485  -0.0254
C  1.1674  0.8491  0.3440
P  -0.3246  1.8385  -0.3017
H  -1.0541  -0.7998  -2.2662
H  -0.4557  -2.0273  -0.0946
H  -0.4353  -0.7127  1.4201
H  1.9307  -1.0879  0.5164
H  1.4898  -0.8014  -1.0802
H  1.1408  0.9640  1.5822
H  2.1254  1.3989  -0.0096
H  -0.6833  2.5313  0.9590



(5)
Formula: C4H8ClOP
Source: the Open Molecules 2025 dataset
Level of theory: ωB97M-V with the def2-TZVPD basis set

Output
Energy relative to the best compared isomer or geometry (same formula, charge and spin), kcal/mol: 5.10
Electronic energy, eV: -28137.301
HOMO energy, eV: -10.3
HOMO-LUMO gap, eV: 11.10
2S+1: 1
SMILES: O=P1(Cl)CCCC1

Positions of all 15 atoms, in Å:
O  -2.6179  0.5801  -0.6106
P  -1.1556  0.6970  -0.4916
Cl  -0.7642  2.5090  -1.3048
C  0.0498  -0.4542  -1.2971
C  1.2128  -0.5083  -0.2434
C  0.4034  -0.6420  1.0397
C  -0.4396  0.6684  1.1970
H  0.1250  -0.2585  -2.3745
H  -0.4160  -1.3907  -1.4097
H  1.8181  0.4273  -0.5045
H  1.9335  -1.4014  -0.4823
H  -0.3708  -1.4909  1.0371
H  0.9922  -0.7039  1.9657
H  -1.0905  0.4848  1.9483
H  0.3197  1.4836  1.5307



(6)
Formula: C4H8ClP
Source: the Open Molecules 2025 dataset
Level of theory: ωB97M-V with the def2-TZVPD basis set

Output
Energy relative to the best compared isomer or geometry (same formula, charge and spin), kcal/mol: 15.31
Electronic energy, eV: -26087.091
HOMO energy, eV: -8.9
HOMO-LUMO gap, eV: 9.70
2S+1: 1
SMILES: C/C(Cl)=C/CP

Positions of all 14 atoms, in Å:
C  -0.9866  -1.3576  1.7350
C  -0.0692  -0.6162  0.8599
Cl  1.5961  -0.3214  1.3422
C  -0.4591  -0.2450  -0.3975
C  0.4491  0.2949  -1.3915
P  0.4338  2.1847  -1.2864
H  -2.0378  -0.9658  1.3035
H  -0.8953  -2.3740  1.4584
H  -0.8633  -1.1241  2.7031
H  -1.5052  -0.4164  -0.7328
H  1.4510  -0.2436  -1.4009
H  0.1497  0.1977  -2.3924
H  1.8302  2.5612  -1.7759
H  0.9066  2.4257  -0.0246



(7)
Formula: C4H8CrO2
Source: the Open Molecules 2025 dataset
Level of theory: ωB97M-V with the def2-TZVPD basis set

Output
Expectation value of S²: 6.028
Energy relative to the best compared isomer or geometry (same formula, charge and spin), kcal/mol: 36.31
Electronic energy, eV: -36771.220
HOMO energy (spin up / spin down), eV: -18.1 / -18.2
HOMO-LUMO gap (spin up / spin down), eV: 7.13 / 8.07
Charge: +2
2S+1: 5

Positions of all 15 atoms, in Å:
H  2.6986  -1.5075  1.2079
C  1.4574  -0.9304  -0.4740
C  1.8676  -0.8764  0.8607
O  1.4089  0.0026  1.7438
Cr  0.0630  1.1642  1.8996
H  1.8828  -0.1343  -1.0992
H  1.1845  -1.9213  -0.8490
O  -1.7931  1.3619  0.5552
C  -1.5802  0.1871  -0.2526
C  -0.3772  0.4334  -1.1036
H  -2.6931  1.3949  0.8951
H  -2.4709  -0.0049  -0.8728
H  -1.3860  -0.6187  0.4718
H  0.2038  1.3197  -0.8299
H  -0.4662  0.1296  -2.1530



(8)
Formula: C4H8F2N2
Source: the Open Molecules 2025 dataset
Level of theory: ωB97M-V with the def2-TZVPD basis set

Output
Expectation value of S²: 2.022
Energy relative to the best compared isomer or geometry (same formula, charge and spin), kcal/mol: 0.00
Electronic energy, eV: -12687.779
HOMO energy (spin up / spin down), eV: -6.5 / -8.9
HOMO-LUMO gap (spin up / spin down), eV: 7.60 / 8.07
2S+1: 3

Positions of all 16 atoms, in Å:
C  -0.0323  -1.1358  1.1192
C  1.3469  1.5193  -0.9899
C  0.5038  0.0808  0.6700
C  -1.8833  -0.0660  -0.2263
N  0.4110  -2.3060  0.7308
N  1.3608  0.1952  -0.3268
F  -2.5975  -0.2504  0.8822
F  -2.1069  1.2495  -0.7287
H  -0.8434  -1.0461  1.8964
H  1.6525  2.2316  -0.3047
H  2.1247  1.4034  -1.6755
H  0.4091  1.8225  -1.3319
H  -0.0452  0.9887  0.9366
H  -2.0195  -0.8598  -0.9948
H  0.2953  -3.2265  1.2511
H  1.4242  -0.6004  -0.9078